1.
ORCA calculation (ωB97M-V/def2-TZVPD) on a gas-phase ion, CH2NO4S (charge -1) at a distorted geometry.

XYZ file:
```
9
Properties=species:S:1:pos:R:3:forces:R:3:lowdin_charge:R:1
C 1.31667 -0.13385 0.13711 3.52 2.62 -0.15 -0.397
N 0.24028 -0.58497 0.87070 -2.95 0.58 -0.03 -0.047
O -1.09130 1.58803 0.39506 -0.71 -0.21 0.31 -0.397
O -1.16166 0.20775 -1.57529 0.19 -0.81 1.13 -0.364
O -2.44850 -0.54311 0.42667 1.16 0.93 -0.63 -0.386
O 0.87674 -1.36364 -0.15028 -0.70 -2.62 -1.98 -0.102
S -1.33584 0.24594 -0.12050 0.59 -0.11 1.08 0.488
H 1.22792 0.79624 -0.44475 -0.57 -0.76 -0.64 0.102
H 2.37570 -0.21239 0.46129 -0.53 0.38 0.91 0.103
```
Forces are in eV/Å.

Calculated values
HOMO level: -4.95 eV
HOMO-LUMO gap: 9.13 eV
Charge: -1
SMILES string: O=S(=O)([O-])N1CO1

=====

2.
ORCA calculation (ωB97M-V/def2-TZVPD) on a single CH2NOP molecule at a distorted geometry.

XYZ file:
```
6
Properties=species:S:1:pos:R:3:forces:R:3:lowdin_charge:R:1
C -2.83631 0.07807 0.24977 -6.21 -0.09 -4.00 -0.138
N -1.63518 0.02249 0.40919 -6.14 -0.18 0.67 -0.289
O -4.24702 0.09459 -0.29006 9.45 -0.20 4.11 -0.167
P -0.30782 0.90202 -0.08203 1.16 0.37 -0.86 0.790
H 0.36944 -0.27635 0.14256 1.48 -0.21 -0.10 -0.114
H -0.50961 0.56610 -1.46051 0.27 0.31 0.18 -0.081
```
Forces are in eV/Å.

Calculated values
HOMO level: -10.19 eV
HOMO-LUMO gap: 10.17 eV
SMILES string: O=C=NP

=====

3.
ORCA calculation (ωB97M-V/def2-TZVPD) on a gas-phase ion, CH2NOS3 (charge -1) at a distorted geometry.

XYZ file:
```
8
Properties=species:S:1:pos:R:3:forces:R:3:lowdin_charge:R:1
C 1.77822 -0.66869 0.31092 0.04 1.65 -1.21 -1.395
N -1.64943 0.18524 -0.43278 -0.83 0.04 -0.19 -0.421
O 1.28614 -1.30973 1.15511 -1.29 -1.41 2.05 -0.104
S 3.00764 -0.85442 -0.77440 1.08 -0.17 -0.68 0.393
S 1.04753 1.11783 -0.10258 0.26 0.37 -0.34 0.266
S -0.87139 1.37782 0.53346 0.58 -0.56 0.63 0.294
H -2.14808 -0.49688 0.11441 0.62 -0.65 0.84 -0.002
H -2.45062 0.64883 -0.80414 -0.47 0.72 -1.11 -0.030
```
Forces are in eV/Å.

Calculated values
HOMO level: -3.81 eV
HOMO-LUMO gap: 6.97 eV
Charge: -1
SMILES string: NSSC([O-])=S

=====

4.
ORCA calculation (ωB97M-V/def2-TZVPD) on a single CH2O molecule at a distorted geometry.

XYZ file:
```
4
Properties=species:S:1:pos:R:3:forces:R:3:lowdin_charge:R:1
C 0.08657 -0.02736 -0.05156 -7.86 1.02 1.18 -0.236
H -0.58496 0.93161 0.02897 1.29 -0.56 -0.48 0.089
H -0.73063 -0.87720 0.03550 2.01 0.17 -0.48 0.098
O 1.22903 -0.02705 -0.01291 4.55 -0.63 -0.22 0.049
```
Forces are in eV/Å.

Calculated values
HOMO level: -10.04 eV
HOMO-LUMO gap: 11.09 eV
SMILES string: C=O

=====

5.
ORCA calculation (ωB97M-V/def2-TZVPD) on a gas-phase ion, CH2O2P (charge -1) at a distorted geometry.

XYZ file:
```
6
Properties=species:S:1:pos:R:3:forces:R:3:lowdin_charge:R:1
C 0.33053 0.36806 -0.74286 0.25 5.52 1.07 -0.989
O 0.68270 1.61498 -0.92976 -0.64 -2.94 0.26 -0.248
O 0.32890 -0.58377 -1.45688 0.07 -2.13 -1.55 -0.095
P -0.28408 0.16598 1.11239 0.98 0.43 0.03 0.706
H -1.46910 -0.51704 0.93302 -0.88 -0.42 -0.38 -0.204
H 0.41105 -1.04822 1.08410 0.21 -0.46 0.57 -0.169
```
Forces are in eV/Å.

Calculated values
HOMO level: -3.58 eV
HOMO-LUMO gap: 8.25 eV
Charge: -1
SMILES string: O=C([O-])P

=====

6.
ORCA calculation (ωB97M-V/def2-TZVPD) on 2 unconnected molecules or ions with the total composition CH2O2PS3 at a distorted geometry.

XYZ file:
```
9
Properties=species:S:1:pos:R:3:forces:R:3:lowdin_charge:R:1
C 1.08098 -0.86144 -0.62515 0.33 1.03 0.56 -0.987
O -2.98722 -0.63023 -1.17308 0.22 -0.46 -0.77 -0.496
O -5.15825 0.63119 -0.68332 -0.65 0.11 0.33 -0.426
P -3.96692 -0.08729 -0.22401 1.13 0.18 1.15 -0.002
S 1.15043 0.76316 0.06374 -1.76 -1.36 0.03 0.600
S -3.35390 -0.25877 1.67605 -0.78 0.21 -0.73 0.054
S -0.32735 -1.63948 -0.30066 -0.62 0.37 0.33 0.653
H 2.37258 0.96006 -0.24239 1.92 0.50 -0.54 -0.220
H -1.09599 -0.74622 0.45119 0.21 -0.59 -0.36 -0.177
```
Forces are in eV/Å.

Calculated values
HOMO level: -4.80 eV
HOMO-LUMO gap: 7.78 eV
Charge: -1

=====

7.
ORCA calculation (ωB97M-V/def2-TZVPD) on 2 unconnected molecules or ions with the total composition CH2O2S at a distorted geometry.

XYZ file:
```
6
Properties=species:S:1:pos:R:3:forces:R:3:lowdin_charge:R:1
C 1.23147 -1.10105 2.85091 0.69 -0.22 -0.70 -0.879
O -0.14877 -0.20291 0.22398 0.33 -1.89 -1.69 -0.167
O 2.24947 -1.43733 2.42690 -0.08 0.03 0.23 0.115
S -0.15950 -0.64978 3.35134 -0.66 0.19 0.68 0.794
H 0.03894 -0.99149 -0.45011 -1.39 2.56 2.48 0.114
H -1.04965 -0.20805 0.63015 1.11 -0.68 -1.00 0.022
```
Forces are in eV/Å.

Calculated values
HOMO level: -10.43 eV
HOMO-LUMO gap: 10.90 eV
SMILES string: O=C=S.O

=====

8.
ORCA calculation (ωB97M-V/def2-TZVPD) on a single CH2O2S molecule at a distorted geometry.

XYZ file:
```
6
Properties=species:S:1:pos:R:3:forces:R:3:lowdin_charge:R:1
C -0.87297 0.18923 -0.61369 2.75 0.28 3.87 -0.074
O 1.88828 0.11091 -0.25651 -0.26 -0.04 0.36 -0.349
O 0.74300 0.05309 1.93840 -0.68 0.21 -0.21 -0.324
S 0.68474 -0.02550 0.51355 -2.21 0.09 -3.56 0.785
H -1.70836 -0.10322 0.00289 -0.18 -0.11 0.02 -0.021
H -0.73468 -0.22451 -1.58462 0.58 -0.42 -0.47 -0.017
```
Forces are in eV/Å.

Calculated values
HOMO level (alpha / beta): -9.70 / -9.70 eV
HOMO-LUMO gap (alpha / beta): 8.57 / 8.57 eV
SMILES string: C=S(=O)=O

=====

9.
ORCA calculation (ωB97M-V/def2-TZVPD) on a single CH2O2S3 molecule at a distorted geometry.

XYZ file:
```
8
Properties=species:S:1:pos:R:3:forces:R:3:lowdin_charge:R:1
C 0.69950 -0.27325 0.37989 0.65 -1.23 2.91 -0.970
O -1.29527 0.88853 -0.90440 -0.14 0.69 0.09 -0.366
O -1.71375 -1.48333 -0.27352 0.92 0.61 0.28 -0.337
S 0.98753 -0.87115 -1.44714 3.17 -0.80 -2.30 0.704
S 1.15309 1.46750 0.78639 0.44 -1.11 0.09 0.695
S -0.77590 -0.40619 -0.57554 -3.62 -0.98 1.01 0.274
H 1.05528 -1.19833 1.14785 -1.21 2.73 -2.00 0.138
H -0.11048 1.87621 0.88646 -0.20 0.08 -0.10 -0.137
```
Forces are in eV/Å.

Calculated values
HOMO level (alpha / beta): -6.58 / -10.09 eV
HOMO-LUMO gap (alpha / beta): 6.67 / 6.02 eV
2S+1: 3

=====

10.
ORCA calculation (ωB97M-V/def2-TZVPD) on a single CH2O3 molecule at a distorted geometry.

XYZ file:
```
6
Properties=species:S:1:pos:R:3:forces:R:3:lowdin_charge:R:1
C -0.27881 0.10771 -0.32765 -1.18 2.94 -0.52 -0.646
H -0.55205 -0.66499 1.15720 -1.81 -0.33 0.57 0.133
H 1.53358 0.24654 -0.30374 0.21 -0.42 0.12 0.147
O -1.23511 -0.30759 0.53612 1.67 -0.36 -0.50 0.134
O 0.88479 -0.31562 0.15227 1.68 -0.21 -0.36 0.114
O -0.35241 0.93395 -1.21419 -0.57 -1.62 0.71 0.116
```
Forces are in eV/Å.

Calculated values
HOMO level: -11.38 eV
HOMO-LUMO gap: 11.75 eV
SMILES string: O=C(O)O